(1)
The following is a DFT calculation (ωB97M-V with the def2-TZVPD basis set) of a molecular structure, C39H61N2P2S5SbSiTc.

The geometry in XYZ format:
```
112
Properties=species:S:1:pos:R:3:lowdin_charge:R:1
Tc 0.956 1.761 -0.111 0.25
C 3.984 0.871 0.462 -0.17
Si 2.480 -0.127 0.926 0.60
C 2.265 -1.642 -0.097 -0.33
C 2.857 -2.822 0.365 -0.06
C 2.896 -3.949 -0.442 -0.02
C 2.372 -3.889 -1.726 -0.01
C 1.780 -2.724 -2.192 -0.06
C 1.690 -1.601 -1.366 -0.37
P 0.952 -0.042 -1.945 1.07
C 1.932 0.281 -3.476 -0.42
C 1.414 1.359 -4.427 -0.21
C 2.229 1.362 -5.725 -0.17
C 3.723 1.504 -5.467 -0.18
C 4.218 0.419 -4.519 -0.17
C 3.432 0.433 -3.207 -0.22
C -0.820 -0.254 -2.425 -0.40
C -1.002 -1.326 -3.519 -0.18
C -2.496 -1.632 -3.689 -0.15
C -3.365 -0.361 -3.770 -0.16
C -2.508 0.878 -3.989 -0.18
C -1.536 1.062 -2.820 -0.28
C 2.162 -0.325 2.731 -0.34
C 3.172 -0.535 3.667 -0.06
C 2.852 -0.667 5.012 -0.03
C 1.525 -0.598 5.410 -0.03
C 0.510 -0.398 4.479 -0.09
C 0.818 -0.250 3.128 -0.39
P -0.348 -0.105 1.710 1.10
C -0.662 -1.925 1.399 -0.37
C -1.358 -2.648 2.565 -0.18
C -1.044 -4.149 2.462 -0.16
C -1.058 -4.650 1.007 -0.17
C -1.937 -3.747 0.152 -0.17
C -1.336 -2.334 0.071 -0.20
C -1.924 0.750 2.165 -0.46
C -3.010 0.466 1.111 -0.24
C -4.115 1.533 1.188 -0.18
C -4.282 2.072 2.614 -0.18
C -3.997 0.966 3.622 -0.16
C -2.522 0.520 3.570 -0.18
H 4.797 0.155 0.667 0.08
H 4.143 1.750 1.083 0.02
H 4.064 1.122 -0.593 0.01
H 3.291 -2.868 1.359 0.12
H 3.351 -4.862 -0.081 0.13
H 2.424 -4.754 -2.374 0.13
H 1.410 -2.711 -3.206 0.11
H 1.787 -0.687 -3.979 0.12
H 1.495 2.351 -3.960 0.06
H 0.361 1.209 -4.662 0.09
H 1.867 2.167 -6.366 0.13
H 2.036 0.427 -6.263 0.13
H 3.933 2.491 -5.039 0.12
H 4.268 1.454 -6.409 0.13
H 5.279 0.550 -4.302 0.12
H 4.115 -0.564 -4.990 0.13
H 3.612 1.395 -2.712 0.06
H 3.792 -0.356 -2.542 0.11
H -1.293 -0.647 -1.524 0.06
H -0.498 -2.251 -3.252 0.09
H -0.572 -0.975 -4.460 0.12
H -2.821 -2.259 -2.855 0.11
H -2.613 -2.239 -4.588 0.13
H -3.934 -0.233 -2.845 0.12
H -4.102 -0.455 -4.565 0.12
H -3.128 1.772 -4.069 0.12
H -1.957 0.806 -4.932 0.12
H -2.137 1.400 -1.964 0.04
H -0.837 1.863 -3.055 0.01
H 4.212 -0.584 3.363 0.12
H 3.633 -0.825 5.744 0.13
H 1.270 -0.714 6.456 0.13
H -0.509 -0.372 4.828 0.09
H 0.366 -2.296 1.377 0.09
H -2.435 -2.473 2.506 0.12
H -1.027 -2.295 3.539 0.09
H -1.772 -4.698 3.061 0.12
H -0.068 -4.337 2.916 0.12
H -1.408 -5.679 0.966 0.12
H -0.042 -4.655 0.594 0.10
H -2.943 -3.708 0.577 0.12
H -2.050 -4.141 -0.858 0.12
H -2.119 -1.633 -0.214 0.08
H -0.581 -2.326 -0.717 0.08
H -1.674 1.815 2.095 0.03
H -3.425 -0.524 1.310 0.12
H -2.601 0.421 0.096 0.05
H -5.052 1.087 0.853 0.13
H -3.901 2.351 0.495 0.09
H -5.288 2.466 2.749 0.13
H -3.605 2.918 2.791 0.11
H -4.649 0.115 3.411 0.13
H -4.239 1.284 4.636 0.12
H -2.455 -0.526 3.860 0.10
H -1.943 1.092 4.299 0.09
S 0.212 6.224 -0.064 0.09
Sb -0.278 4.747 -1.615 0.22
S -0.998 2.568 -0.252 0.37
S 1.864 3.086 -1.473 0.30
S -1.022 4.622 -3.658 0.11
C -0.166 3.295 5.375 0.00
N 0.589 2.802 4.221 0.01
C 0.538 3.340 3.026 -0.73
N -0.319 4.300 2.731 0.16
S 1.792 2.879 1.866 0.69
H 0.047 2.653 6.223 0.11
H -1.238 3.266 5.178 0.09
H 0.142 4.312 5.621 0.11
H 1.244 2.044 4.352 0.11
H -0.958 4.665 3.424 0.13
H -0.179 4.850 1.887 -0.03
```

As for the charge: +3. Its gap between HOMO and LUMO is 5.5 eV. The value obtained for the largest force on an atom is 0.6 eV/A. The multiplicity is 1.

(2)
The following is a DFT calculation (ωB97M-V with the def2-TZVPD basis set) of 4 unconnected molecules or ions with the total composition C39H61O11P in a non-equilibrium geometry.

The geometry in XYZ format:
```
112
Properties=species:S:1:pos:R:3:lowdin_charge:R:1
C 5.430 1.996 -0.025 -0.12
C 4.048 2.095 -0.789 -0.20
C 2.781 2.363 0.132 -0.27
C 3.223 2.560 1.653 -0.06
C 1.730 1.200 0.117 -0.06
C 2.068 -0.166 -0.279 0.05
C 1.133 -1.289 -0.264 -0.12
C 1.587 -2.731 -0.677 -0.08
C 2.838 -3.117 0.240 -0.16
O 2.488 -2.676 1.580 -0.08
C 3.660 -2.550 2.314 -0.32
O 4.274 -1.528 2.433 0.09
C -0.230 -1.020 0.171 -0.01
C -0.622 0.358 0.558 0.00
C 0.327 1.472 0.538 -0.05
C -0.165 2.880 0.990 -0.14
C -0.301 3.922 -0.188 -0.16
C -1.572 3.712 -1.080 -0.25
O -1.356 2.523 -1.856 -0.09
C -2.109 0.504 1.019 -0.25
O -2.839 1.413 0.692 0.09
C -2.612 -0.683 1.923 0.01
C -3.432 -0.460 3.123 -0.12
C -3.889 0.951 3.604 -0.10
C -2.866 1.384 4.766 -0.07
C -1.814 2.427 4.301 -0.47
O -0.757 2.035 3.846 0.08
O -1.985 3.788 4.412 0.08
C -3.786 -1.667 3.890 -0.02
C -3.381 -3.012 3.529 -0.05
C -2.561 -3.237 2.321 -0.23
P -1.992 -4.951 1.846 0.73
O -0.621 -5.237 2.406 -0.47
C -2.204 -2.053 1.553 -0.05
C -1.303 -2.148 0.272 -0.28
O -1.471 -3.005 -0.565 0.07
H 5.436 1.235 0.800 0.07
H 6.222 1.661 -0.752 0.07
H 5.738 3.017 0.323 0.06
H 3.966 1.197 -1.449 0.09
H 4.150 2.980 -1.484 0.11
H 2.352 3.347 -0.182 0.11
H 3.890 3.470 1.672 0.08
H 2.365 2.786 2.333 0.06
H 3.737 1.657 2.072 0.08
H 3.110 -0.394 -0.620 0.11
H 1.847 -2.773 -1.772 0.13
H 0.813 -3.508 -0.475 0.10
H 2.985 -4.227 0.212 0.13
H 3.714 -2.529 -0.133 0.12
H 4.078 -3.470 2.816 0.16
H 0.552 3.331 1.735 0.10
H -1.152 2.856 1.521 0.09
H 0.581 3.954 -0.878 0.10
H -0.363 4.944 0.289 0.12
H -1.591 4.572 -1.818 0.12
H -2.536 3.730 -0.514 0.12
H -2.195 2.062 -2.014 0.08
H -3.803 1.735 2.814 0.11
H -4.947 0.939 3.986 0.12
H -2.292 0.493 5.123 0.13
H -3.437 1.774 5.657 0.12
H -1.121 4.238 4.360 0.13
H -4.378 -1.543 4.824 0.11
H -3.624 -3.922 4.129 0.10
H -2.913 -5.855 2.473 0.02
H -2.080 -5.142 0.441 0.02
C 5.274 7.158 -1.716 -0.08
C 5.418 6.747 -0.261 -0.28
O 6.439 5.788 -0.038 -0.17
C 7.758 6.175 -0.388 -0.28
C 8.259 7.388 0.379 -0.08
H 5.122 6.281 -2.349 0.08
H 4.423 7.832 -1.838 0.08
H 6.163 7.674 -2.081 0.07
H 4.486 6.284 0.069 0.11
H 5.572 7.622 0.381 0.11
H 7.833 6.335 -1.468 0.11
H 8.399 5.322 -0.155 0.12
H 7.683 8.284 0.140 0.07
H 9.303 7.588 0.131 0.08
H 8.178 7.222 1.455 0.08
C -2.361 0.137 -7.136 -0.08
C -1.800 -1.149 -6.555 -0.29
O -0.617 -0.964 -5.798 -0.16
C -0.723 -0.122 -4.659 -0.27
C -1.716 -0.621 -3.625 -0.07
H -1.602 0.653 -7.729 0.08
H -3.221 -0.076 -7.775 0.08
H -2.689 0.825 -6.355 0.06
H -1.537 -1.821 -7.375 0.12
H -2.556 -1.672 -5.958 0.11
H -0.957 0.903 -4.966 0.11
H 0.270 -0.091 -4.207 0.12
H -2.738 -0.621 -4.010 0.07
H -1.694 0.018 -2.739 0.06
H -1.479 -1.645 -3.326 0.08
C -5.008 -8.841 -0.941 -0.08
C -4.545 -8.323 0.410 -0.28
O -4.782 -6.937 0.601 -0.20
C -6.135 -6.513 0.547 -0.28
C -7.015 -7.156 1.605 -0.08
H -4.558 -8.259 -1.749 0.08
H -4.727 -9.889 -1.063 0.08
H -6.092 -8.771 -1.052 0.07
H -3.465 -8.464 0.489 0.12
H -4.993 -8.901 1.226 0.11
H -6.544 -6.675 -0.455 0.11
H -6.124 -5.433 0.708 0.12
H -7.104 -8.234 1.458 0.07
H -8.021 -6.733 1.571 0.08
H -6.599 -6.994 2.602 0.08
```

Its gap between HOMO and LUMO is 8.0 eV. The value obtained for the largest force on an atom is 2.6 eV/A. Its SMILES is CC[C@H](C)c1cc(CCOC=O)c2c(c1CCCO)C(=O)c1c(CCC(=O)O)ccc([PH2]=O)c1C2=O.CCOCC.CCOCC.CCOCC. The multiplicity is 1.